# 1
Formula: C18H17N4O6S
Source: the OMol25 dataset
Level of theory: ωB97M-V with the def2-TZVPD basis set

Computed properties:
LUMO, eV: 2.16
HOMO energy, Ha: -0.14796
Orbital gap, eV: 6.18
Charge: -1

Geometry (Å):
C 0.667 1.695 5.869
O -0.595 1.806 5.166
C -0.595 1.481 3.843
C -1.822 1.536 3.124
C -1.853 1.208 1.776
C -0.680 0.806 1.123
C -0.601 0.577 -0.390
C -0.835 -0.856 -0.770
C -0.332 -1.946 0.026
O -0.132 -1.920 1.254
N 0.031 -3.105 -0.695
C 0.711 -4.191 -0.037
C -0.344 -3.379 -2.011
O -0.010 -4.430 -2.552
N -1.115 -2.387 -2.627
C -1.497 -2.617 -3.995
C -1.380 -1.121 -2.082
O -2.011 -0.297 -2.764
C 0.747 1.014 -0.973
C 0.821 0.852 -2.501
O 0.840 -0.239 -3.075
N 0.907 2.021 -3.267
C 1.236 3.289 -2.844
S 1.689 4.519 -3.874
N 1.222 3.422 -1.468
C 1.248 2.397 -0.509
O 1.698 2.645 0.596
C 0.482 0.657 1.858
C 0.579 1.068 3.173
H 0.429 1.923 6.905
H 1.077 0.679 5.790
H 1.395 2.419 5.479
H -2.731 1.813 3.663
H -2.784 1.245 1.205
H -1.424 1.143 -0.854
H 1.004 -3.855 0.958
H 0.045 -5.061 0.032
H 1.579 -4.479 -0.640
H -1.161 -3.622 -4.255
H -2.585 -2.531 -4.086
H -1.020 -1.865 -4.634
H 1.492 0.289 -0.594
H 1.057 1.860 -4.266
H 1.632 4.302 -1.139
H 1.361 0.207 1.398
H 1.558 1.029 3.664

***

# 2
Formula: C18H17N4OOs
Source: the OMol25 dataset
Level of theory: ωB97M-V with the def2-TZVPD basis set

Computed properties:
LUMO (spin up / spin down), eV: -10.38 / -13.58
HOMO energy (spin up / spin down), Ha: -0.72115 / -0.72596
Orbital gap (spin up / spin down), eV: 9.25 / 6.18
<S²>: 6.029
Charge: +3
Spin multiplicity: 5

Geometry (Å):
Os 0.544 0.125 0.390
O 3.666 1.990 2.168
C 2.817 1.601 1.416
N 1.876 0.643 1.691
C 1.881 0.093 3.010
C 0.746 -0.865 3.129
C 0.565 -1.659 4.259
C -0.527 -2.509 4.319
C -1.429 -2.519 3.260
C -1.191 -1.702 2.167
N -0.108 -0.915 2.077
C 2.635 2.109 0.004
C 3.463 3.105 -0.487
C 3.250 3.533 -1.792
C 2.257 2.930 -2.548
C 1.474 1.934 -1.978
N 1.647 1.539 -0.712
H 1.811 0.889 3.775
H 2.851 -0.386 3.227
H 1.266 -1.596 5.078
H -0.682 -3.141 5.185
H -2.307 -3.148 3.284
H -1.894 -1.679 1.343
H 4.236 3.518 0.149
H 3.862 4.327 -2.203
H 2.082 3.228 -3.571
H 0.703 1.447 -2.564
C -3.948 -1.431 -3.736
C -2.917 -1.062 -2.763
C -2.048 -2.021 -2.205
C -1.079 -1.630 -1.305
N -0.910 -0.348 -0.925
C -1.723 0.584 -1.466
C -2.726 0.275 -2.359
H -4.127 -2.505 -3.772
H -3.662 -1.118 -4.752
H -4.877 -0.877 -3.560
H -2.141 -3.062 -2.477
H -0.420 -2.369 -0.850
H -1.558 1.616 -1.155
H -3.358 1.059 -2.749

***

# 3
Formula: C18H17N4PtS2Te
Source: the OMol25 dataset
Level of theory: ωB97M-V with the def2-TZVPD basis set

Computed properties:
LUMO (spin up / spin down), eV: 2.02 / 2.02
HOMO energy (spin up / spin down), Ha: -0.14929 / -0.14529
Orbital gap (spin up / spin down), eV: 6.08 / 5.97
Charge: -1

Geometry (Å):
Pt -0.252 -0.156 0.873
C -0.222 -2.906 -1.161
N -0.929 -1.750 -0.678
C -1.985 -1.345 -1.288
C -2.686 -0.193 -0.882
C -3.917 0.310 -1.328
C -4.193 1.415 -0.541
C -3.118 1.551 0.344
N -2.219 0.593 0.141
C 1.172 -2.456 -1.504
C 1.574 -2.283 -2.821
C 2.826 -1.765 -3.107
C 3.687 -1.419 -2.080
C 3.292 -1.589 -0.763
C 2.035 -2.090 -0.475
H -0.723 -3.343 -2.041
H -0.190 -3.654 -0.360
H -2.388 -1.915 -2.133
H -4.509 -0.099 -2.126
H -5.062 2.045 -0.588
H -2.991 2.299 1.108
H 0.910 -2.548 -3.633
H 3.128 -1.622 -4.136
H 4.664 -1.015 -2.308
H 3.961 -1.319 0.038
H 1.722 -2.221 0.555
S 0.506 1.155 2.782
C -0.581 0.186 3.718
S -0.879 -1.381 3.069
C -1.147 0.655 4.893
C -0.941 1.966 5.337
N -0.801 3.050 5.703
C -2.026 -0.116 5.663
N -2.755 -0.714 6.326
C 0.562 3.205 0.089
Te 0.660 1.515 -1.254
C 2.788 1.847 -1.566
H 0.544 4.143 -0.462
H 1.411 3.172 0.765
H -0.341 3.092 0.675
H 3.333 1.473 -0.709
H 2.975 2.909 -1.681
H 3.105 1.315 -2.456

***

# 4
Formula: C18H17N4PtS2Te
Source: the OMol25 dataset
Level of theory: ωB97M-V with the def2-TZVPD basis set

Computed properties:
LUMO (spin up / spin down), eV: 2.21 / 1.97
HOMO energy (spin up / spin down), Ha: -0.13774 / -0.17834
Orbital gap (spin up / spin down), eV: 5.96 / 6.83
Energy relative to the best compared isomer or geometry (same formula, charge and spin), eV: 0.000
<S²>: 2.015
Charge: -1
Spin multiplicity: 3

Geometry (Å):
Pt 0.824 0.526 0.113
C -0.995 -0.582 -2.514
N 0.253 -0.643 -1.790
C 1.263 -1.278 -2.255
C 2.508 -1.259 -1.568
C 3.749 -1.815 -1.894
C 4.634 -1.402 -0.896
C 3.893 -0.610 -0.015
N 2.616 -0.533 -0.409
C -2.139 -1.126 -1.690
C -2.130 -2.455 -1.278
C -3.161 -2.958 -0.502
C -4.217 -2.136 -0.130
C -4.233 -0.812 -0.539
C -3.197 -0.310 -1.314
H -0.918 -1.139 -3.459
H -1.194 0.466 -2.752
H 1.196 -1.828 -3.198
H 3.965 -2.428 -2.756
H 5.685 -1.636 -0.816
H 4.237 -0.104 0.876
H -1.297 -3.092 -1.557
H -3.144 -3.992 -0.179
H -5.016 -2.522 0.490
H -5.042 -0.157 -0.239
H -3.197 0.734 -1.606
S 0.041 2.671 -0.951
C -1.248 2.667 0.183
S -1.304 1.250 1.174
C -2.173 3.694 0.283
C -3.230 3.682 1.228
N -4.099 3.703 1.987
C -2.104 4.825 -0.572
N -2.070 5.749 -1.262
C 3.569 1.470 3.414
Te 1.561 1.612 2.574
C 1.150 -0.402 3.220
H 3.508 1.328 4.492
H 4.089 2.403 3.199
H 4.118 0.642 2.969
H 1.987 -1.030 2.920
H 0.244 -0.735 2.720
H 1.015 -0.437 4.300

***

# 5
Formula: C18H17NO3
Source: the OMol25 dataset
Level of theory: ωB97M-V with the def2-TZVPD basis set

Computed properties:
LUMO, eV: 0.56
HOMO energy, Ha: -0.29928
Orbital gap, eV: 8.71
Energy relative to the best compared isomer or geometry (same formula, charge and spin), eV: 1.524

Geometry (Å):
C -5.086 -1.631 -0.460
O -4.648 -0.508 0.263
C -3.472 0.080 -0.102
C -2.651 -0.346 -1.141
C -1.471 0.320 -1.407
C -1.082 1.422 -0.654
O 0.109 2.000 -1.016
C 0.766 2.852 -0.115
C 1.292 2.105 1.129
N 2.092 0.977 0.743
C 3.357 1.056 0.276
C 3.802 -0.181 -0.143
C 5.107 -0.472 -0.682
O 6.004 0.329 -0.829
C 2.710 -1.089 0.070
C 2.530 -2.451 -0.152
C 1.319 -3.018 0.180
C 0.293 -2.257 0.740
C 0.446 -0.907 0.976
C 1.657 -0.325 0.625
C -1.909 1.859 0.376
C -3.088 1.191 0.645
H -5.260 -1.389 -1.514
H -6.028 -1.929 -0.001
H -4.373 -2.459 -0.390
H -2.913 -1.199 -1.746
H -0.824 -0.010 -2.204
H 1.611 3.247 -0.686
H 0.131 3.691 0.197
H 1.892 2.797 1.727
H 0.456 1.746 1.733
H 3.896 1.984 0.270
H 5.245 -1.533 -0.970
H 3.323 -3.049 -0.576
H 1.158 -4.073 0.011
H -0.641 -2.734 0.996
H -0.360 -0.337 1.413
H -1.655 2.720 0.974
H -3.734 1.521 1.443

***

# 6
Formula: C18H17NO4
Source: the OMol25 dataset
Level of theory: ωB97M-V with the def2-TZVPD basis set

Computed properties:
LUMO, eV: 0.48
HOMO energy, Ha: -0.27387
Orbital gap, eV: 7.93
Energy relative to the best compared isomer or geometry (same formula, charge and spin), eV: 1.490

Geometry (Å):
C -4.160 -1.781 -1.026
O -4.012 -0.397 -0.737
C -2.908 0.193 -1.221
O -2.074 -0.390 -1.860
C -2.853 1.649 -0.828
C -2.263 1.802 0.591
C -0.889 1.232 0.682
C 0.313 1.857 0.412
C 0.489 3.279 0.010
C 1.343 0.893 0.535
C 2.760 1.142 0.304
O 3.315 2.196 0.579
C 3.518 0.059 -0.341
C 4.879 -0.097 -0.462
C 5.077 -1.261 -1.231
C 3.828 -1.721 -1.535
O 2.886 -0.937 -1.005
C 0.732 -0.310 0.915
C 1.219 -1.569 1.294
C 0.349 -2.554 1.669
C -1.035 -2.288 1.700
C -1.498 -1.050 1.378
N -0.638 -0.073 0.997
H -4.295 -1.930 -2.099
H -3.272 -2.331 -0.704
H -5.039 -2.115 -0.482
H -3.859 2.065 -0.850
H -2.215 2.170 -1.541
H -2.218 2.866 0.826
H -2.932 1.327 1.312
H 1.537 3.553 0.082
H 0.157 3.430 -1.017
H -0.093 3.935 0.655
H 5.623 0.547 -0.041
H 6.012 -1.694 -1.522
H 3.498 -2.567 -2.107
H 2.283 -1.742 1.291
H 0.709 -3.530 1.951
H -1.729 -3.058 1.997
H -2.545 -0.797 1.427